[1]
Below is 2 unconnected molecules or ions with the total composition C3H12NO in a non-equilibrium geometry, with properties calculated with ωB97M-V/def2-TZVPD.

Each atom is followed by the atoms it is bonded to, with distances in Å.
Geometry (Å):
1 C 2.3100 -0.1601 -0.3410  O2 1.455, H3 1.077, H4 1.093, H5 1.084
2 O 2.1108 -0.0921 1.0990  C1 1.455, H6 0.971
3 H 1.9736 0.7490 -0.8107  C1 1.077
4 H 1.7177 -0.9890 -0.7357  C1 1.093
5 H 3.3478 -0.3418 -0.5953  C1 1.084
6 H 2.4961 0.7775 1.2936  O2 0.971
7 C -1.5772 1.1115 -0.6130  C8 1.524, H10 1.084, H11 1.090, H12 1.077
8 C -1.5769 -0.3955 -0.3841  C7 1.524, N9 1.543, H13 1.082, H14 1.090
9 N -0.6916 -0.7768 0.8202  C8 1.543, H15 1.024, H16 1.020, H17 1.024
10 H -1.1136 1.6207 0.2247  C7 1.084
11 H -2.6033 1.4780 -0.6193  C7 1.090
12 H -1.1603 1.4608 -1.5432  C7 1.077
13 H -1.2718 -1.1096 -1.1379  C8 1.082
14 H -2.5744 -0.6953 -0.0627  C8 1.090
15 H -0.4595 0.0251 1.4134  N9 1.024
16 H -1.1483 -1.4804 1.4002  N9 1.020
17 H 0.2207 -1.1818 0.5917  N9 1.024

Its LUMO energy is -3.4 eV. The calculation puts the HOMO energy at -0.546 Eh. The relative energy (zero: lowest compared OMol25 entry of this formula, charge and spin) comes out at 1.336 eV. The charge is +1.

natural (NBO) population analysis, charges in e, atoms 1 to 8:
1. C -0.27
2. O -0.76
3. H 0.18
4. H 0.15
5. H 0.21
6. H 0.49
7. C -0.65
8. C -0.21

***

[2]
Below is 2 unconnected molecules or ions with the total composition C2H9NOS in a non-equilibrium geometry, with properties calculated with ωB97M-V/def2-TZVPD.

Each atom is followed by the atoms it is bonded to, with distances in Å.
Geometry (Å):
1 N 1.3422 -0.0547 0.4121  C2 1.489, H5 1.040, H6 1.061
2 C 0.0398 -0.0537 -0.3086  N1 1.489, C3 1.548, H7 1.096, H8 1.106
3 C -0.5172 -1.4963 -0.2458  C2 1.548, S4 1.855, H9 1.071, H10 1.057
4 S -2.3640 -1.6205 -0.3628  C3 1.855, H11 1.342
5 H 1.0958 0.0520 1.4167  N1 1.040
6 H 1.7851 0.8594 0.1069  N1 1.061
7 H -0.5923 0.6316 0.2682  C2 1.096
8 H 0.3084 0.2134 -1.3481  C2 1.106
9 H -0.4279 -1.8356 0.7657  C3 1.071
10 H -0.0044 -2.0138 -1.0117  C3 1.057
11 H -2.5909 -2.9257 -0.5787  S4 1.342
12 O 0.8517 3.0061 0.3737  H13 0.919, H14 0.950
13 H 1.1210 2.3079 -0.1599  O12 0.919
14 H -0.0472 2.9300 0.6723  O12 0.950

Its LUMO energy is 0.7 eV. The calculation puts the HOMO energy at -0.337 Eh. The relative energy (zero: lowest compared OMol25 entry of this formula, charge and spin) comes out at 0.982 eV. The charge is 0. The SMILES is NCCS.O.

natural (NBO) population analysis, charges in e, atoms 1 to 8:
1. N -0.80
2. C -0.24
3. C -0.49
4. S -0.10
5. H 0.35
6. H 0.33
7. H 0.17
8. H 0.20

***

[3]
Below is a single C6H6 molecule, with properties calculated with ωB97M-V/def2-TZVPD.

Each atom is followed by the atoms it is bonded to, with distances in Å.
Geometry (Å):
1 C -2.6115 0.9762 1.3887  C2 1.204, H7 1.067
2 C -1.6639 0.2743 1.1479  C1 1.204, C3 1.466
3 C -0.4721 -0.5306 0.8652  C2 1.466, C4 1.512, H8 1.096, H9 1.098
4 C 0.6535 0.3076 0.3030  C3 1.512, C5 1.304, H10 1.088
5 C 1.4212 -0.0846 -0.6752  C4 1.304, C6 1.303
6 C 2.1018 -0.3654 -1.7507  C5 1.303, H11 1.085, H12 1.086
7 H -3.4554 1.5940 1.6007  C1 1.067
8 H -0.7113 -1.3432 0.1702  C3 1.096
9 H -0.1287 -1.0004 1.7959  C3 1.098
10 H 0.8296 1.2852 0.7467  C4 1.088
11 H 1.7480 0.0847 -2.6720  C6 1.085
12 H 3.0032 -0.9715 -1.7725  C6 1.086

Its LUMO energy is 1.0 eV. The calculation puts the HOMO energy at -0.352 Eh. The relative energy (zero: lowest compared OMol25 entry of this formula, charge and spin) comes out at 3.698 eV. The charge is 0. The SMILES is C#CCC=C=C.

natural (NBO) population analysis, charges in e, atoms 1 to 8:
1. C -0.24
2. C -0.01
3. C -0.50
4. C -0.27
5. C 0.10
6. C -0.49
7. H 0.24
8. H 0.24

***

[4]
Below is 2 unconnected molecules or ions with the total composition C2H4NO2S in a non-equilibrium geometry, with properties calculated with ωB97M-V/def2-TZVPD.

Each atom is followed by the atoms it is bonded to, with distances in Å.
Geometry (Å):
1 C -0.9458 -1.7676 1.8124  N3 1.138, H7 1.061
2 C 0.6031 0.7153 -1.1007  S6 1.752, H8 1.147, H9 1.088, H10 1.123
3 N -0.2481 -1.0760 1.2378  C1 1.138
4 O 3.2125 0.3377 -0.5180  S6 1.389
5 O 2.4799 0.1030 -2.9112  S6 1.423
6 S 2.2731 0.4169 -1.5386  C2 1.752, O4 1.389, O5 1.423
7 H -1.2510 -2.3301 2.6590  C1 1.061
8 H 0.0695 -0.2263 -0.7204  C2 1.147
9 H 0.4860 1.5098 -0.3670  C2 1.088
10 H 0.2144 1.0212 -2.1094  C2 1.123

Its LUMO energy is -7.3 eV. The calculation puts the HOMO energy at -0.618 Eh. The relative energy (zero: lowest compared OMol25 entry of this formula, charge and spin) comes out at 0.961 eV. The charge is +1.

natural (NBO) population analysis, charges in e, atoms 1 to 8:
1. C 0.17
2. C -0.91
3. N -0.41
4. O -0.67
5. O -0.67
6. S 2.22
7. H 0.26
8. H 0.38

***

[5]
Below is 9 unconnected molecules or ions with the total composition C94H56O26 in a non-equilibrium geometry, with properties calculated with ωB97M-V/def2-TZVPD.

Each atom is followed by the atoms it is bonded to, with distances in Å.
Geometry (Å):
1 O 0.9781 -5.8994 7.1035  C2 1.198
2 C 1.8243 -5.0532 7.0481  O1 1.198, C3 1.481, C16 1.501
3 C 1.8878 -3.9245 6.0919  C2 1.481, C4 1.385, C8 1.406
4 C 0.7546 -3.6564 5.3420  C3 1.385, C5 1.415, H17 1.058
5 C 0.7414 -2.7281 4.2737  C4 1.415, C6 1.366, H18 1.065
6 C 1.8889 -2.0465 3.9814  C5 1.366, C7 1.404, H19 1.033
7 C 3.0372 -2.2610 4.7595  C6 1.404, C8 1.399, H20 1.118
8 C 3.0618 -3.2149 5.7831  C3 1.406, C7 1.399, C9 1.490
9 C 4.2306 -3.3936 6.6905  C8 1.490, O10 1.245, C11 1.513
10 O 5.2499 -2.7048 6.5017  C9 1.245
11 C 4.1298 -4.3814 7.8319  C9 1.513, C12 1.396, C16 1.390
12 C 5.2669 -4.6289 8.6034  C11 1.396, C13 1.407, H21 1.082
13 C 5.1398 -5.5002 9.7014  C12 1.407, C14 1.387, H22 1.074
14 C 3.9761 -6.2197 9.9318  C13 1.387, C15 1.364, H23 1.068
15 C 2.9577 -6.0837 9.0353  C14 1.364, C16 1.396, H24 1.106
16 C 2.9883 -5.1587 7.9900  C2 1.501, C11 1.390, C15 1.396
17 H -0.0624 -4.2862 5.5767  C4 1.058
18 H -0.0242 -2.6723 3.5357  C5 1.065
19 H 1.9233 -1.4218 3.1588  C6 1.033
20 H 3.9363 -1.6430 4.5160  C7 1.118
21 H 6.1973 -4.1046 8.4275  C12 1.082
22 H 6.0905 -5.5741 10.1953  C13 1.074
23 H 3.8473 -6.8216 10.8044  C14 1.068
24 H 2.0644 -6.7162 9.1913  C15 1.106
25 O -2.6096 5.6662 -0.7698  C26 1.230
26 C -1.8684 6.2325 -1.5714  O25 1.230, C27 1.515, C40 1.477
27 C -1.0748 5.4945 -2.6306  C26 1.515, C28 1.412, C32 1.386
28 C -1.2931 4.1073 -2.7802  C27 1.412, C29 1.389, H41 1.064
29 C -0.5521 3.3490 -3.6779  C28 1.389, C30 1.420, H42 1.047
30 C 0.3775 4.0341 -4.5046  C29 1.420, C31 1.386, H43 1.088
31 C 0.6695 5.3795 -4.3467  C30 1.386, C32 1.417, H44 1.048
32 C -0.0615 6.0922 -3.3639  C27 1.386, C31 1.417, C33 1.480
33 C 0.3090 7.4927 -3.0628  C32 1.480, O34 1.197, C35 1.475
34 O 1.2378 8.0062 -3.6170  C33 1.197
35 C -0.5949 8.2821 -2.2057  C33 1.475, C36 1.371, C40 1.378
36 C -0.2218 9.5837 -1.9904  C35 1.371, C37 1.381, H45 1.066
37 C -0.9453 10.3691 -1.1151  C36 1.381, C38 1.404, H46 1.041
38 C -1.9412 9.7542 -0.3390  C37 1.404, C39 1.364, H47 1.103
39 C -2.3386 8.4638 -0.5326  C38 1.364, C40 1.438, H48 1.077
40 C -1.6264 7.6881 -1.5118  C26 1.477, C35 1.378, C39 1.438
41 H -2.0695 3.6292 -2.2314  C28 1.064
42 H -0.7498 2.3220 -3.6207  C29 1.047
43 H 0.9843 3.4650 -5.2058  C30 1.088
44 H 1.3191 5.9168 -4.9686  C31 1.048
45 H 0.5364 9.8856 -2.6762  C36 1.066
46 H -0.6593 11.3517 -0.9235  C37 1.041
47 H -2.2976 10.2556 0.5765  C38 1.103
48 H -3.1733 7.9919 -0.0419  C39 1.077
49 O -0.6604 -1.3003 1.3069  C50 1.200
50 C -1.6195 -0.9257 0.6913  O49 1.200, C51 1.524, C64 1.537
51 C -3.0131 -0.8056 1.2964  C50 1.524, C52 1.375, C56 1.445
52 C -3.1385 -0.7901 2.6655  C51 1.375, C53 1.387, H65 1.101
53 C -4.3805 -0.5211 3.2199  C52 1.387, C54 1.420, H66 1.087
54 C -5.5411 -0.4957 2.4024  C53 1.420, C55 1.397, H67 1.078
55 C -5.4570 -0.6724 1.0195  C54 1.397, C56 1.427, H68 1.096
56 C -4.1607 -0.7088 0.4230  C51 1.445, C55 1.427, C57 1.517
57 C -4.0034 -0.7504 -1.0850  C56 1.517, O58 1.224, C59 1.512
58 O -4.9843 -0.9199 -1.7980  C57 1.224
59 C -2.5859 -0.6306 -1.5970  C57 1.512, C60 1.421, C64 1.383
60 C -2.4759 -0.3342 -2.9828  C59 1.421, C61 1.382, H69 1.088
61 C -1.2338 -0.2307 -3.5796  C60 1.382, C62 1.404, H70 1.150
62 C -0.0602 -0.3923 -2.8252  C61 1.404, C63 1.391, H71 1.098
63 C -0.2040 -0.5413 -1.4492  C62 1.391, C64 1.400, H72 1.119
64 C -1.4447 -0.6934 -0.8181  C50 1.537, C59 1.383, C63 1.400
65 H -2.2659 -0.8097 3.3371  C52 1.101
66 H -4.5017 -0.4603 4.2987  C53 1.087
67 H -6.5268 -0.4755 2.8379  C54 1.078
68 H -6.3321 -0.6696 0.3602  C55 1.096
69 H -3.3296 -0.1355 -3.6278  C60 1.088
70 H -1.1964 0.1137 -4.6764  C61 1.150
71 H 0.9328 -0.3336 -3.2902  C62 1.098
72 H 0.6739 -0.5744 -0.7554  C63 1.119
73 O -2.7269 5.0832 3.3047  C74 1.223
74 C -2.0821 4.0459 3.3690  O73 1.223, C75 1.459, C88 1.538
75 C -1.0105 3.7419 2.4269  C74 1.459, C76 1.396, C80 1.395
76 C -0.6265 4.6385 1.4279  C75 1.396, C77 1.350, H89 1.081
77 C 0.2578 4.2670 0.4781  C76 1.350, C78 1.404, H90 1.103
78 C 0.8488 2.9949 0.5281  C77 1.404, C79 1.386, H91 1.070
79 C 0.5776 2.1661 1.6049  C78 1.386, C80 1.339, H92 1.066
80 C -0.3165 2.5358 2.5304  C75 1.395, C79 1.339, C81 1.478
81 C -0.5884 1.4906 3.5389  C80 1.478, O82 1.229, C83 1.451
82 O 0.1367 0.4985 3.5766  C81 1.229
83 C -1.6765 1.7707 4.4572  C81 1.451, C84 1.364, C88 1.386
84 C -1.8527 0.8975 5.4907  C83 1.364, C85 1.392, H93 1.039
85 C -2.8206 1.1190 6.4668  C84 1.392, C86 1.382, H94 1.086
86 C -3.6244 2.2390 6.3668  C85 1.382, C87 1.425, H95 1.124
87 C -3.3915 3.1778 5.3211  C86 1.425, C88 1.377, H96 1.102
88 C -2.4367 2.9254 4.3607  C74 1.538, C83 1.386, C87 1.377
89 H -1.1870 5.5552 1.3135  C76 1.081
90 H 0.4367 4.8269 -0.4553  C77 1.103
91 H 1.4145 2.7210 -0.3376  C78 1.070
92 H 1.1057 1.2573 1.7842  C79 1.066
93 H -1.3778 -0.0245 5.5508  C84 1.039
94 H -2.9022 0.4263 7.2993  C85 1.086
95 H -4.4591 2.3743 7.1081  C86 1.124
96 H -3.9580 4.1226 5.3280  C87 1.102
97 O 2.8161 -2.1755 -4.4578  C98 1.197
98 C 3.2807 -2.4230 -3.3827  O97 1.197, C99 1.494, C112 1.479
99 C 3.4051 -1.3967 -2.3041  C98 1.494, C100 1.356, C104 1.375
100 C 3.3154 -0.0790 -2.6098  C99 1.356, C101 1.400, H113 1.055
101 C 3.6724 0.9068 -1.6819  C100 1.400, C102 1.393, H114 1.093
102 C 3.9251 0.5366 -0.3627  C101 1.393, C103 1.381, H115 1.117
103 C 3.7744 -0.7807 0.0234  C102 1.381, C104 1.376, H116 1.096
104 C 3.5982 -1.7074 -0.9787  C99 1.375, C103 1.376, C105 1.497
105 C 3.8109 -3.1375 -0.5893  C104 1.497, O106 1.204, C107 1.519
106 O 3.7187 -3.5044 0.5541  C105 1.204
107 C 4.0057 -4.1230 -1.7288  C105 1.519, C108 1.397, C112 1.381
108 C 4.3738 -5.4450 -1.4670  C107 1.397, C109 1.378, H117 1.080
109 C 4.4596 -6.4035 -2.4535  C108 1.378, C110 1.381, H118 1.064
110 C 4.3653 -5.9751 -3.7631  C109 1.381, C111 1.402, H119 1.096
111 C 4.0234 -4.6536 -4.0825  C110 1.402, C112 1.384, H120 1.092
112 C 3.8342 -3.7537 -3.0487  C98 1.479, C107 1.381, C111 1.384
113 H 3.1207 0.1540 -3.6204  C100 1.055
114 H 3.5561 1.9412 -2.0156  C101 1.093
115 H 4.0069 1.3270 0.4222  C102 1.117
116 H 3.8966 -1.0626 1.0753  C103 1.096
117 H 4.5106 -5.7873 -0.4514  C108 1.080
118 H 4.7054 -7.4101 -2.2138  C109 1.064
119 H 4.5689 -6.6273 -4.6204  C110 1.096
120 H 4.1352 -4.2673 -5.0977  C111 1.092
121 O 1.1985 -4.2945 -0.8841  C122 1.222
122 C 0.4272 -5.0744 -0.3455  O121 1.222, C123 1.431, C129 1.524
123 C -0.7570 -4.6599 0.3432  C122 1.431, C124 1.372, H131 1.085
124 C -1.5189 -5.6338 0.9388  C123 1.372, O125 1.266, C126 1.481
125 O -2.6786 -5.5165 1.4337  C124 1.266, H132 0.999
126 C -1.0914 -7.0516 0.9612  C124 1.481, O127 1.237, C128 1.453
127 O -1.8728 -7.8723 1.4581  C126 1.237
128 C 0.2020 -7.4151 0.4073  C126 1.453, C129 1.328, H133 1.059
129 C 0.8785 -6.5298 -0.3148  C122 1.524, C128 1.328, O130 1.280
130 O 2.0097 -6.7817 -0.8584  C129 1.280, H134 1.012
131 H -1.0442 -3.6162 0.2742  C123 1.085
132 H -2.8972 -6.4382 1.7509  O125 0.999
133 H 0.4710 -8.4361 0.4869  C128 1.059
134 H 2.2942 -6.0291 -1.4721  O130 1.012
135 O -5.6705 7.1243 0.0461  C136 1.221
136 C -6.0916 6.6248 1.0781  O135 1.221, C137 1.434, C143 1.540
137 C -6.9605 7.2906 2.0049  C136 1.434, C138 1.304, H145 1.085
138 C -7.2081 6.6586 3.1187  C137 1.304, O139 1.318, C140 1.513
139 O -7.8942 7.0975 4.1551  C138 1.318, H146 1.037
140 C -6.7423 5.2378 3.3499  C138 1.513, O141 1.213, C142 1.424
141 O -6.9870 4.8039 4.4556  C140 1.213
142 C -6.0355 4.4651 2.3845  C140 1.424, C143 1.314, H147 1.053
143 C -5.6671 5.1667 1.3364  C136 1.540, C142 1.314, O144 1.302
144 O -5.2197 4.7344 0.1931  C143 1.302, H148 1.004
145 H -7.3414 8.2893 1.8165  C137 1.085
146 H -7.8297 6.3048 4.8212  O139 1.037
147 H -5.9019 3.4392 2.5823  C142 1.053
148 H -5.0270 5.5767 -0.3177  O144 1.004
149 O 0.7416 -6.2918 -3.5002  C150 1.189
150 C 0.2914 -5.5453 -4.3083  O149 1.189, C151 1.527, C157 1.513
151 C 0.9619 -5.4560 -5.6778  C150 1.527, C152 1.328, H159 1.044
152 C 0.7423 -4.3621 -6.3982  C151 1.328, O153 1.344, C154 1.502
153 O 1.2076 -4.1954 -7.6482  C152 1.344, H160 0.987
154 C -0.2847 -3.3392 -6.0062  C152 1.502, O155 1.205, C156 1.479
155 O -0.3303 -2.3230 -6.6513  C154 1.205
156 C -1.1586 -3.6259 -4.8485  C154 1.479, C157 1.342, H161 1.065
157 C -0.8348 -4.5923 -3.9749  C150 1.513, C156 1.342, O158 1.298
158 O -1.3981 -4.7007 -2.8100  C157 1.298, H162 0.943
159 H 1.5663 -6.2438 -6.0002  C151 1.044
160 H 1.2582 -3.2219 -7.8064  O153 0.987
161 H -1.8515 -2.8501 -4.6210  C156 1.065
162 H -1.9782 -3.9813 -2.6214  O158 0.943
163 O 5.8873 1.2257 -8.3632  C164 1.246
164 C 4.7568 1.0168 -7.8830  O163 1.246, C165 1.444, C171 1.492
165 C 3.7696 0.1481 -8.4800  C164 1.444, C166 1.349, H173 1.084
166 C 2.5884 0.1086 -7.8291  C165 1.349, O167 1.357, C168 1.599
167 O 1.4337 -0.4780 -8.2348  C166 1.357, H174 1.033
168 C 2.4033 0.8822 -6.4417  C166 1.599, O169 1.225, C170 1.386
169 O 1.2710 0.7483 -5.9947  C168 1.225
170 C 3.3846 1.6948 -5.8951  C168 1.386, C171 1.318, H175 1.096
171 C 4.4352 1.8365 -6.6788  C164 1.492, C170 1.318, O172 1.275
172 O 5.3938 2.5826 -6.2900  C171 1.275, H176 0.990
173 H 3.9157 -0.4412 -9.3778  C165 1.084
174 H 0.8400 -0.4036 -7.3923  O167 1.033
175 H 3.2012 2.1541 -4.9174  C170 1.096
176 H 6.1888 2.5245 -6.8766  O172 0.990

Its LUMO energy is -1.6 eV. The calculation puts the HOMO energy at -0.336 Eh. The charge is 0. The SMILES is O=C1c2ccccc2C(=O)c2ccccc21.O=C1c2ccccc2C(=O)c2ccccc21.O=C1c2ccccc2C(=O)c2ccccc21.O=C1c2ccccc2C(=O)c2ccccc21.O=C1c2ccccc2C(=O)c2ccccc21.O=C1C=C(O)C(=O)C=C1O.O=C1C=C(O)C(=O)C=C1O.O=C1C=C(O)C(=O)C=C1O.O=C1C=C(O)C(=O)C=C1O.

Mulliken population analysis, charges in e, atoms 1 to 8:
1. O -0.62
2. C 0.25
3. C 0.21
4. C -0.88
5. C -0.55
6. C -0.39
7. C -1.03
8. C 0.15